158
Properties=species:S:1:pos:R:3:forces:R:3:lowdin_charge:R:1 method="wB97M-V/def2-TZVPD" charge=-1 mol_weight_g_mol=1137.70 orbital_gap_ev=6.476
Ba -0.360 0.004 0.142 -3.7 2.8 -2.2 1.824
C -0.920 -3.572 0.471 0.1 0.0 -0.1 -0.097
N -0.636 -2.482 1.392 0.1 -0.5 0.2 -0.351
C -1.655 -2.423 2.430 0.0 0.0 0.0 -0.085
C 0.682 -2.655 2.002 0.2 0.0 0.1 -0.180
C 1.864 -2.306 1.096 -0.1 -0.1 0.2 -0.137
N 1.908 -0.901 0.681 1.7 -0.9 0.5 -0.332
C 2.662 -0.710 -0.575 -0.1 -0.2 -0.2 -0.156
C 2.447 -1.762 -1.634 0.0 0.1 0.0 -0.162
C 3.558 -2.427 -2.121 0.0 0.0 0.0 -0.007
C 3.460 -3.395 -3.110 0.0 0.1 0.0 -0.187
C 2.180 -3.659 -3.586 0.1 -0.1 0.0 0.007
C 1.024 -3.023 -3.144 -0.2 0.1 0.1 -0.071
C 1.132 -2.033 -2.109 0.3 -0.4 -0.3 -0.341
O 0.138 -1.400 -1.559 0.8 -1.8 -1.9 -0.510
C -0.295 -3.330 -3.876 -0.1 0.0 0.0 -0.525
C -1.485 -3.519 -2.922 0.1 0.1 0.0 -0.059
C -0.213 -4.607 -4.723 0.0 0.0 0.0 -0.080
C -0.595 -2.147 -4.806 0.0 -0.1 0.1 -0.050
C 4.709 -4.121 -3.605 0.0 0.0 0.0 -0.561
C 5.234 -5.042 -2.493 0.0 0.0 -0.1 -0.053
C 5.806 -3.106 -3.969 -0.1 0.0 0.0 -0.060
C 4.427 -4.965 -4.851 0.0 0.1 0.1 -0.072
C 2.525 -0.025 1.694 -0.1 0.1 0.2 -0.150
C 1.952 -0.141 3.078 0.1 0.3 -0.1 -0.166
C 2.714 -0.706 4.084 0.0 0.0 0.0 -0.005
C 2.208 -0.866 5.369 0.0 0.0 0.0 -0.183
C 0.938 -0.345 5.594 0.0 -0.1 0.0 -0.006
C 0.148 0.276 4.631 -0.2 0.1 -0.1 -0.087
C 0.617 0.311 3.285 0.5 -0.1 0.7 -0.349
O -0.081 0.657 2.247 0.6 0.9 2.9 -0.487
C -1.161 0.921 5.119 -0.1 0.0 -0.1 -0.520
C -0.811 1.937 6.224 0.0 -0.1 0.0 -0.049
C -1.923 1.692 4.036 0.1 -0.1 0.0 -0.058
C -2.110 -0.138 5.701 0.1 0.0 0.0 -0.043
C 2.973 -1.555 6.494 0.0 0.0 0.1 -0.563
C 2.175 -2.773 6.984 0.0 0.1 0.0 -0.052
C 4.350 -2.048 6.042 -0.1 0.1 0.0 -0.074
C 3.177 -0.579 7.662 0.0 0.0 -0.1 -0.053
H -0.863 -4.552 0.975 -0.1 0.0 0.1 0.096
H -0.205 -3.558 -0.347 -0.1 0.0 -0.1 0.067
H -1.920 -3.451 0.054 0.0 0.0 -0.1 0.084
H -1.697 -3.355 3.016 0.0 0.0 0.0 0.097
H -2.635 -2.255 1.977 0.0 0.0 0.0 0.088
H -1.438 -1.596 3.106 0.0 0.0 0.0 0.065
H 0.816 -3.700 2.334 0.0 0.0 0.0 0.131
H 0.719 -2.033 2.888 0.0 -0.1 0.1 0.096
H 1.815 -2.916 0.197 0.1 0.0 0.0 0.112
H 2.783 -2.589 1.635 0.0 0.0 -0.1 0.136
H 3.740 -0.684 -0.355 0.0 0.1 0.0 0.120
H 2.391 0.284 -0.962 0.0 0.0 0.0 0.115
H 4.528 -2.175 -1.704 0.0 0.0 0.0 0.109
H 2.077 -4.410 -4.355 0.0 0.1 0.0 0.076
H -1.346 -4.411 -2.305 0.0 0.0 0.0 0.083
H -2.403 -3.648 -3.505 0.0 0.0 0.0 0.079
H -1.594 -2.647 -2.286 0.0 0.0 0.1 0.057
H 0.087 -5.465 -4.116 0.0 0.0 0.0 0.087
H 0.486 -4.508 -5.556 0.0 0.0 0.0 0.075
H -1.200 -4.819 -5.141 0.0 0.0 0.0 0.080
H -0.638 -1.226 -4.232 0.0 0.1 -0.1 -0.002
H -1.559 -2.281 -5.307 0.0 0.0 0.0 0.083
H 0.186 -2.052 -5.566 0.0 0.0 0.0 0.087
H 5.428 -4.472 -1.584 0.0 0.0 0.0 0.077
H 6.163 -5.532 -2.801 0.0 0.0 0.0 0.078
H 4.496 -5.811 -2.257 0.0 0.0 0.0 0.085
H 6.165 -2.570 -3.090 0.0 0.0 0.0 0.071
H 5.421 -2.372 -4.679 0.0 0.0 0.0 0.088
H 6.660 -3.617 -4.421 0.0 0.0 0.0 0.076
H 3.747 -5.789 -4.628 0.0 0.0 0.0 0.081
H 5.360 -5.390 -5.229 0.0 0.0 0.0 0.078
H 3.986 -4.350 -5.637 0.0 -0.1 0.0 0.088
H 2.403 1.009 1.343 0.0 0.0 -0.1 0.132
H 3.605 -0.231 1.747 0.0 0.0 0.0 0.123
H 3.714 -1.039 3.835 0.0 0.0 0.0 0.103
H 0.532 -0.422 6.598 0.0 0.0 0.0 0.098
H -0.055 2.637 5.862 0.0 0.0 0.0 0.088
H -0.420 1.450 7.119 0.0 0.0 0.0 0.071
H -1.701 2.505 6.509 0.0 0.0 0.0 0.079
H -1.288 2.457 3.592 -0.3 -0.2 0.2 0.047
H -2.797 2.172 4.486 0.0 0.0 0.1 0.084
H -2.261 1.044 3.231 0.0 0.0 0.0 0.075
H -1.616 -0.757 6.452 0.0 0.0 0.0 0.073
H -2.481 -0.794 4.911 0.0 0.0 0.0 0.072
H -2.971 0.347 6.169 0.0 0.0 0.0 0.083
H 2.011 -3.470 6.159 0.0 0.0 0.0 0.086
H 1.201 -2.476 7.375 0.0 0.0 0.0 0.075
H 2.720 -3.296 7.775 0.0 0.0 0.0 0.078
H 4.260 -2.785 5.242 0.0 0.0 0.0 0.084
H 4.863 -2.521 6.883 0.0 0.0 0.0 0.079
H 4.971 -1.222 5.690 0.0 0.0 0.0 0.083
H 2.222 -0.252 8.075 0.0 0.0 0.0 0.073
H 3.718 0.307 7.322 0.0 0.0 0.0 0.088
H 3.752 -1.053 8.463 0.0 0.0 0.0 0.078
C -2.311 5.143 3.402 -0.1 0.0 -0.1 -0.045
C -1.323 5.306 2.239 0.2 0.2 0.1 -0.533
C -0.071 4.503 2.591 -0.1 -0.1 -0.2 -0.078
C -0.956 6.784 2.058 0.0 -0.1 0.0 -0.030
N -2.014 4.872 0.996 -0.1 -0.2 -0.3 0.002
C -3.345 5.226 0.809 -0.1 0.0 0.1 -0.082
C -3.711 4.809 -0.407 0.0 0.2 -0.2 -0.113
N -2.626 4.222 -1.018 0.2 0.4 0.2 0.007
B -2.823 3.700 -2.462 0.2 -0.4 0.2 -0.611
N -3.562 2.328 -2.490 -0.4 0.0 0.0 0.012
C -4.019 1.858 -3.699 -0.1 0.0 0.0 -0.097
C -4.745 0.751 -3.482 0.0 0.0 -0.2 -0.061
N -4.748 0.513 -2.114 0.2 0.3 -0.1 0.004
C -3.990 1.500 -1.511 0.1 -0.1 0.0 -0.683
S -3.602 1.634 0.141 -0.1 -0.5 0.2 0.632
C -5.608 -0.509 -1.470 -0.1 -0.1 0.2 -0.551
C -6.363 -1.281 -2.551 0.0 0.0 0.0 -0.064
C -6.640 0.191 -0.575 0.2 0.0 -0.1 -0.048
C -4.763 -1.510 -0.675 0.0 0.1 -0.1 -0.043
N -1.518 3.661 -3.279 0.2 0.0 -0.1 0.013
C -1.015 4.833 -3.791 0.0 0.2 -0.1 -0.075
C 0.192 4.584 -4.313 0.1 0.2 0.0 -0.078
N 0.466 3.234 -4.127 -0.2 0.0 0.1 0.000
C -0.610 2.667 -3.479 -0.1 -0.1 -0.2 -0.703
S -0.875 1.045 -3.094 0.4 0.0 0.0 0.687
C 1.831 2.746 -4.469 0.1 -0.1 -0.1 -0.536
C 2.826 3.596 -3.662 -0.1 0.0 0.0 -0.031
C 2.097 1.276 -4.161 -0.2 0.0 0.1 -0.071
C 2.036 2.957 -5.974 0.0 0.0 0.1 -0.038
C -1.563 4.265 -0.161 -0.3 0.1 0.1 -0.705
S -0.006 3.696 -0.490 0.3 -0.1 0.1 0.627
H -1.779 5.249 4.347 0.0 0.0 0.0 0.087
H -2.765 4.153 3.369 0.0 0.1 0.0 0.075
H -3.100 5.896 3.382 0.0 0.0 0.0 0.070
H 0.250 4.793 3.595 -0.1 0.0 0.0 0.087
H 0.734 4.695 1.896 0.1 0.0 -0.1 0.035
H -0.278 3.433 2.580 0.2 0.1 -0.2 0.054
H -0.499 7.177 2.968 0.0 0.0 0.0 0.084
H -1.845 7.373 1.828 0.0 0.0 0.0 0.078
H -0.246 6.889 1.236 0.0 0.0 0.0 0.086
H -3.929 5.715 1.564 0.0 0.0 0.0 0.107
H -4.666 4.865 -0.898 0.0 0.0 0.0 0.121
H -3.540 4.500 -3.025 -0.1 0.0 0.0 0.119
H -3.753 2.340 -4.623 0.0 0.0 0.0 0.125
H -5.219 0.101 -4.191 0.0 0.1 0.0 0.103
H -7.012 -0.626 -3.134 0.0 0.0 0.0 0.083
H -6.989 -2.025 -2.059 0.0 0.0 0.0 0.086
H -5.677 -1.803 -3.220 0.0 0.0 0.0 0.085
H -7.219 0.905 -1.165 0.0 0.0 0.0 0.088
H -6.138 0.724 0.228 0.0 0.1 0.0 0.033
H -7.323 -0.545 -0.148 0.0 0.0 0.0 0.082
H -4.089 -2.045 -1.350 0.0 0.0 0.0 0.082
H -5.419 -2.229 -0.180 0.0 0.0 0.0 0.087
H -4.176 -0.986 0.075 0.0 0.0 0.1 0.024
H -1.569 5.755 -3.736 0.0 0.0 0.0 0.118
H 0.887 5.256 -4.782 0.0 0.0 0.0 0.108
H 2.482 3.672 -2.629 0.0 0.0 0.0 0.079
H 2.920 4.603 -4.070 0.0 0.0 0.1 0.074
H 3.811 3.127 -3.672 0.0 0.0 -0.1 0.082
H 1.920 1.050 -3.114 0.0 -0.1 0.1 0.049
H 3.144 1.062 -4.395 0.0 0.1 0.0 0.088
H 1.464 0.620 -4.750 -0.1 -0.1 0.0 0.068
H 1.873 3.996 -6.265 0.0 0.0 0.0 0.068
H 1.346 2.328 -6.538 0.0 0.0 0.0 0.090
H 3.058 2.685 -6.240 0.0 0.0 0.0 0.086